Record 1
42
Properties=species:S:1:pos:R:3 method="wB97M-V/def2-TZVPD" molar_mass_g_mol=313.36 lumo_ev=0.534 de_lowest_kcal_mol=29.3 e_homo_ev=-8.20 smiles="O=C(NCC(=O)N1CCN(c2ccccc2)CC1)c1ccco1" total_charge=0 orbital_gap_ev=8.74 energy_ha=-1049.2014
O 3.914 0.627 -3.379
C 2.807 0.347 -2.968
N 2.435 0.466 -1.668
H 1.471 0.297 -1.430
C 3.293 1.082 -0.678
C 2.473 1.872 0.337
O 2.518 3.085 0.384
N 1.691 1.152 1.174
C 1.516 -0.279 1.227
H 2.183 -0.790 0.536
C 0.058 -0.652 0.918
N -0.806 0.032 1.850
C -2.066 -0.490 2.144
C -2.756 -0.020 3.265
C -3.982 -0.547 3.616
C -4.550 -1.565 2.867
C -3.873 -2.045 1.761
C -2.648 -1.515 1.398
H -2.158 -1.898 0.516
H -4.304 -2.836 1.164
H -5.508 -1.978 3.144
H -4.494 -0.167 4.487
H -2.318 0.753 3.879
C -0.639 1.470 1.769
H -1.314 1.964 2.465
C 0.807 1.837 2.097
H 0.972 2.909 1.989
H 1.046 1.527 3.119
H -0.873 1.828 0.752
H -0.056 -1.730 1.045
H -0.179 -0.391 -0.130
H 1.745 -0.613 2.247
H 3.961 1.775 -1.199
H 3.913 0.330 -0.174
C 1.741 -0.188 -3.832
C 1.752 -0.448 -5.177
C 0.469 -0.946 -5.493
C -0.229 -0.955 -4.324
O 0.526 -0.499 -3.312
H -1.233 -1.251 -4.091
H 0.115 -1.254 -6.456
H 2.579 -0.295 -5.838

=====

Record 2
69
Properties=species:S:1:pos:R:3 method="wB97M-V/def2-TZVPD" molar_mass_g_mol=570.51 lumo_ev=-0.087 e_homo_ev=-7.99 smiles="C#C[C@]1(P(O)O)[C@H](NCCCC)NC(=O)[C@]1(F)N(C(=O)F)C(=O)F.c1cc[nH]c1.c1cc[nH]c1.c1cc[nH]c1" total_charge=0 orbital_gap_ev=7.91 energy_ha=-2278.1541
C -1.666 -2.357 1.188
C -2.212 -1.339 0.862
C -2.883 -0.125 0.388
P -4.699 -0.332 1.069
O -5.272 -1.343 -0.099
O -4.464 -1.319 2.342
C -2.818 -0.136 -1.178
N -2.241 -1.279 -1.820
C -0.787 -1.249 -1.996
C -0.213 -2.574 -2.538
C -0.988 -3.846 -2.128
C -0.097 -4.848 -1.373
N -2.282 1.187 -1.506
C -1.950 1.986 -0.452
O -1.587 3.127 -0.542
C -2.204 1.198 0.872
F -3.144 1.964 1.551
N -1.046 0.981 1.712
C 0.022 1.932 1.552
O 0.011 3.093 1.703
F 1.161 1.286 1.232
C -1.393 0.810 3.093
O -1.845 -0.165 3.567
F -1.133 1.887 3.835
H -1.207 -3.311 1.300
H -4.972 -2.257 0.017
H -4.401 -2.254 2.102
H -3.859 -0.112 -1.515
H -2.716 -1.395 -2.707
H -0.336 -1.025 -1.028
H -0.497 -0.456 -2.697
H 0.795 -2.661 -2.131
H -0.117 -2.514 -3.623
H -1.297 -4.358 -3.043
H -1.895 -3.620 -1.572
H -0.676 -5.534 -0.755
H 0.619 -4.336 -0.725
H 0.497 -5.428 -2.081
H -1.749 1.313 -2.353
N 2.546 0.711 4.098
C 3.506 -0.116 4.620
C 3.533 0.076 5.975
C 2.546 1.053 6.285
C 1.954 1.422 5.108
H 2.314 0.782 3.125
H 4.085 -0.765 3.985
H 4.184 -0.428 6.669
H 2.300 1.437 7.260
H 1.169 2.129 4.902
N 4.226 4.043 3.228
C 4.685 5.210 3.773
C 3.733 6.173 3.565
C 2.656 5.561 2.868
C 2.990 4.247 2.676
H 4.718 3.168 3.235
H 5.643 5.255 4.262
H 3.800 7.201 3.878
H 1.741 6.029 2.546
H 2.457 3.447 2.197
N -0.731 -1.757 -6.675
C -0.543 -2.705 -7.643
C 0.516 -2.311 -8.415
C 0.988 -1.077 -7.890
C 0.200 -0.762 -6.817
H -1.443 -1.786 -5.970
H -1.176 -3.574 -7.700
H 0.910 -2.846 -9.263
H 1.812 -0.489 -8.259
H 0.221 0.080 -6.146

=====

Record 3
84
Properties=species:S:1:pos:R:3 method="wB97M-V/def2-TZVPD" molar_mass_g_mol=810.82 lumo_ev="-0.403 / -3.415" de_lowest_kcal_mol=19.9 e_homo_ev="-5.07 / -7.84" total_charge=0 multiplicity=3 orbital_gap_ev="4.67 / 4.42" energy_ha=-2232.5600
Au 0.642 0.716 1.394
C -0.215 0.640 5.598
C 1.062 0.546 6.129
C 2.154 0.542 5.297
C 1.999 0.615 3.901
C 0.701 0.733 3.374
C -0.385 0.746 4.221
C 3.096 0.550 2.985
C 4.435 0.517 3.399
C 5.445 0.496 2.481
C 5.130 0.490 1.099
C 6.129 0.480 0.123
C 5.807 0.460 -1.217
C 4.469 0.459 -1.592
C 3.460 0.493 -0.649
C 3.758 0.501 0.718
N 2.770 0.528 1.658
H -1.081 0.621 6.243
H 1.199 0.465 7.198
H 3.141 0.465 5.725
H -1.389 0.828 3.836
H 4.654 0.531 4.455
H 6.479 0.495 2.785
H 7.160 0.476 0.449
H 6.584 0.446 -1.968
H 4.220 0.429 -2.644
H 2.421 0.515 -0.940
C -2.237 -3.074 1.553
C -3.471 -2.440 1.393
C -3.514 -1.067 1.347
C -2.329 -0.325 1.460
N -1.151 -0.963 1.590
C -1.110 -2.281 1.636
C -2.295 1.121 1.466
C -3.460 1.900 1.526
C -3.397 3.274 1.528
C -2.172 3.918 1.469
C -1.005 3.161 1.433
C -1.068 1.789 1.443
H -2.164 -4.149 1.605
H -4.383 -3.016 1.314
H -4.454 -0.561 1.208
H -0.132 -2.725 1.759
H -4.420 1.413 1.575
H -4.309 3.848 1.578
H -2.118 4.995 1.458
H -0.054 3.670 1.408
C 0.010 2.209 -3.418
C 0.111 0.697 -3.565
C 1.554 0.330 -3.879
C -0.800 0.209 -4.683
Si -0.412 -0.129 -1.849
O 0.324 0.625 -0.680
C -2.310 0.075 -1.808
C -3.170 -0.999 -2.000
C -4.543 -0.825 -1.968
C -5.079 0.431 -1.748
C -4.235 1.510 -1.553
C -2.863 1.328 -1.582
C 0.044 -1.978 -1.867
C 0.848 -2.438 -0.830
C 1.199 -3.771 -0.721
C 0.761 -4.678 -1.669
C -0.029 -4.241 -2.718
C -0.384 -2.906 -2.812
H 0.496 2.699 -4.264
H 0.504 2.536 -2.506
H -1.027 2.535 -3.390
H 1.819 0.670 -4.882
H 1.715 -0.744 -3.830
H 2.212 0.816 -3.167
H -0.584 0.749 -5.608
H -1.848 0.370 -4.436
H -0.638 -0.848 -4.871
H -2.765 -1.985 -2.173
H -5.197 -1.673 -2.115
H -6.150 0.571 -1.727
H -4.642 2.494 -1.373
H -2.210 2.172 -1.416
H 1.200 -1.728 -0.096
H 1.818 -4.104 0.099
H 1.035 -5.720 -1.591
H -0.365 -4.943 -3.468
H -1.004 -2.588 -3.639

=====

Record 4
12
Properties=species:S:1:pos:R:3 method="wB97M-V/def2-TZVPD" molar_mass_g_mol=60.10 lumo_ev="-5.247 / -9.556" de_lowest_kcal_mol=55.6 e_homo_ev="-14.41 / -14.41" total_charge=+1 multiplicity=2 orbital_gap_ev="9.16 / 4.85" energy_ha=-190.1247
C 2.981 3.959 -1.515
H 2.475 4.907 -1.322
H 2.664 3.041 -1.033
H 2.901 3.967 -2.603
H 4.028 4.066 -1.212
N -2.174 -1.884 0.676
C -2.071 -3.067 1.313
N -2.079 -4.270 0.808
H -1.516 -1.168 0.970
H -2.807 -1.740 -0.104
H -2.064 -2.955 2.407
H -2.337 -4.856 1.616

=====

Record 5
11
Properties=species:S:1:pos:R:3 method="wB97M-V/def2-TZVPD" molar_mass_g_mol=199.97 lumo_ev=-0.397 de_lowest_kcal_mol=16.4 e_homo_ev=-9.88 smiles="C[C@@](O)(I)C=O" total_charge=0 orbital_gap_ev=9.48 energy_ha=-565.4451
C 0.097 -1.195 0.769
C -0.712 1.181 0.034
C 0.229 -0.025 -0.113
O 0.195 -2.314 0.382
O 0.039 -0.436 -1.428
I 2.392 0.556 0.116
H -0.140 -1.053 1.868
H -0.186 1.706 -0.764
H -0.685 1.714 1.003
H -1.792 1.015 -0.055
H 0.563 -1.147 -1.813

=====

Record 6
11
Properties=species:S:1:pos:R:3 method="wB97M-V/def2-TZVPD" molar_mass_g_mol=217.99 lumo_ev=-2.076 de_lowest_kcal_mol=0.0 e_homo_ev=-8.15 total_charge=0 orbital_gap_ev=6.07 energy_ha=-603.1794
C -1.158 -2.884 0.788
C -0.837 -1.702 0.785
C -0.235 0.848 0.800
C 0.473 1.596 -0.153
C -0.536 -0.429 0.673
C 0.849 0.853 -1.264
O 0.605 -0.316 -1.479
I 2.020 1.973 -2.716
H -1.309 -3.918 0.889
H -0.568 1.343 1.701
H 0.696 2.636 -0.025

=====

Record 7
14
Properties=species:S:1:pos:R:3 method="wB97M-V/def2-TZVPD" molar_mass_g_mol=137.23 lumo_ev=0.634 de_lowest_kcal_mol=45.6 e_homo_ev=-8.55 smiles="CS/C(CO)=N/S" total_charge=0 orbital_gap_ev=9.19 energy_ha=-1044.8296
C 1.389 1.180 1.675
C -0.303 -0.118 0.019
C -1.550 -1.056 -0.166
H 1.091 2.083 1.121
H 2.156 0.650 1.093
H 1.759 1.418 2.654
H -1.975 -1.133 0.796
H -2.198 -0.567 -0.909
H -0.600 -2.287 -1.324
H 0.624 1.453 -2.899
N 0.440 0.489 -0.810
O -1.139 -2.363 -0.515
S 0.056 0.069 1.770
S 0.251 0.180 -2.504

=====

Record 8
118
Properties=species:S:1:pos:R:3 method="wB97M-V/def2-TZVPD" molar_mass_g_mol=1006.14 lumo_ev="1.394 / 1.394" de_lowest_kcal_mol=7.6 e_homo_ev="-3.64 / -3.64" total_charge=-1 orbital_gap_ev="5.03 / 5.03" energy_ha=-5976.8763
Ti -0.894 0.297 -0.410
O -1.351 3.792 1.510
C -1.660 2.707 1.076
O -0.762 1.818 0.661
C -3.089 2.236 1.137
C -4.002 3.060 1.738
C -5.296 2.612 1.971
C -5.657 1.315 1.702
C -4.738 0.468 1.114
C -3.469 0.935 0.676
O -2.711 0.261 -0.086
N -5.131 -0.945 0.996
O -6.268 -1.250 1.326
O -4.291 -1.743 0.614
N -6.285 3.512 2.587
O -7.404 3.076 2.784
O -5.924 4.639 2.868
H -3.693 4.048 2.049
H -6.637 0.949 1.965
C 4.334 -3.104 2.006
C 4.014 -1.699 2.470
C 5.233 -0.811 2.557
O 3.124 -1.094 1.496
P 1.597 -0.808 1.734
O 1.068 -0.083 0.551
C 0.739 -2.375 2.018
P -0.974 -2.239 1.482
O -0.904 -1.709 0.097
O -1.661 -1.259 2.485
C -2.102 -1.618 3.838
C -3.594 -1.842 3.815
C -1.665 -0.488 4.735
O -1.645 -3.622 1.668
C -1.839 -4.676 0.638
C -0.501 -5.326 0.365
C -2.516 -4.150 -0.607
O 1.479 -0.143 3.149
C 2.139 1.125 3.514
C 1.143 2.250 3.408
C 2.693 0.925 4.905
H 5.044 -3.572 2.690
H 4.773 -3.072 1.008
H 3.437 -3.725 1.964
H 3.509 -1.732 3.440
H 5.744 -0.785 1.592
H 5.923 -1.193 3.312
H 4.954 0.210 2.818
H 0.833 -2.666 3.065
H 1.195 -3.126 1.367
H -1.600 -2.545 4.132
H -4.116 -0.906 3.608
H -3.911 -2.209 4.793
H -3.874 -2.574 3.058
H -2.201 0.428 4.475
H -0.594 -0.305 4.641
H -1.895 -0.743 5.771
H -2.497 -5.371 1.153
H 0.160 -4.638 -0.171
H -0.650 -6.200 -0.271
H -0.017 -5.649 1.288
H -1.835 -3.587 -1.244
H -3.357 -3.502 -0.368
H -2.892 -5.010 -1.166
H 2.954 1.294 2.810
H 0.336 2.118 4.133
H 0.722 2.306 2.404
H 1.645 3.199 3.608
H 1.882 0.694 5.601
H 3.176 1.846 5.236
H 3.427 0.119 4.943
S -1.873 2.224 -1.973
C -2.922 1.320 -3.024
C -3.949 2.077 -3.710
N -4.755 2.682 -4.267
C -2.803 -0.005 -3.256
S -1.542 -1.000 -2.587
C -3.726 -0.670 -4.150
N -4.447 -1.240 -4.845
C -0.013 3.415 -4.724
Si 0.531 1.629 -4.577
C 2.207 1.563 -5.453
C -0.624 0.603 -5.640
Si 0.806 0.952 -2.332
Si 2.103 -1.003 -2.703
C 2.002 -2.385 -1.418
C 3.951 -0.626 -2.830
C 1.618 -1.888 -4.287
Si 2.136 2.716 -1.483
C 3.398 3.357 -2.726
C 1.167 4.212 -0.944
C 3.207 2.205 -0.022
H 0.049 3.730 -5.773
H 0.611 4.086 -4.127
H -1.043 3.537 -4.384
H 2.056 1.788 -6.516
H 2.687 0.587 -5.386
H 2.905 2.297 -5.052
H -1.626 1.039 -5.651
H -0.715 -0.424 -5.285
H -0.249 0.582 -6.669
H 2.553 -2.120 -0.514
H 2.446 -3.291 -1.844
H 0.960 -2.599 -1.153
H 4.316 -0.159 -1.910
H 4.164 0.061 -3.655
H 4.523 -1.547 -2.997
H 0.581 -2.228 -4.226
H 2.268 -2.761 -4.425
H 1.700 -1.261 -5.173
H 2.924 3.791 -3.609
H 4.071 2.561 -3.058
H 4.001 4.140 -2.250
H 0.503 4.561 -1.742
H 1.867 5.019 -0.698
H 0.539 4.013 -0.072
H 3.858 1.365 -0.277
H 2.575 1.898 0.809
H 3.828 3.050 0.301